The following is a DFT calculation (ωB97M-V/def2-TZVPD) of an isolated molecule of C4HBr2NO2S in a non-equilibrium geometry.

Last columns: bonded neighbours and bond lengths (Å).
Cartesian coordinates (Å):
1 C 0.0287 0.1558 0.0803  C2 1.409, S8 1.683, H11 1.075
2 C -1.0457 1.0131 -0.2288  C1 1.409, C3 1.332, Br9 1.932
3 C -2.1390 0.6204 -0.8803  C2 1.332, Br10 1.792
4 C -1.5289 -1.5970 -0.9562  N5 1.359, S8 1.658
5 N -2.1602 -2.5391 -1.7052  C4 1.359, O6 1.219, O7 1.228
6 O -3.1279 -2.2075 -2.3680  N5 1.219
7 O -1.7088 -3.6768 -1.6066  N5 1.228
8 S -0.0026 -1.4779 -0.3210  C1 1.683, C4 1.658
9 Br -0.8116 2.8541 0.3069  C2 1.932
10 Br -3.7649 1.1554 -1.4127  C3 1.792
11 H 0.9111 0.5332 0.5637  C1 1.075

Properties
spin multiplicity = 1
DFT total energy = -5904.18769 Ha
net charge = 0
E_LUMO (alpha / beta) = -1.868 / -1.823 eV